The following is a DFT calculation (wB97M-V/def2-TZVPD) of C18H30As2F12N5O5 as an isolated structure.

Values from the calculation:
- Charge: +1
- Frontier orbital gap: 5.8 eV
- Electronic energy: -7023.654744 hartree
- LUMO: -5.667 eV

XYZ file:
```
72
C18H30As2F12N5O5, DFT wB97M-V/def2-TZVPD
N -0.40043 -2.56804 -0.88273
O 0.81791 -2.27082 -0.98239
O -1.00292 -3.24509 -1.71777
O -1.04721 -1.97034 0.04534
C 1.68679 2.40924 -0.15025
C 2.18025 1.01598 0.17028
O 3.30547 0.65922 0.23146
N 1.15538 -0.00095 0.65498
H 0.31942 0.07940 0.06545
H 1.46545 -0.96573 0.44732
C 0.85867 0.12733 2.11670
H 2.52915 3.05897 -0.37968
H 1.11775 2.86786 0.65832
H 1.10803 2.39745 -1.07525
H 0.16047 -0.64568 2.43093
H 0.65115 1.17666 2.30684
H 1.73196 -0.16349 2.70348
C 2.45913 -5.59784 -1.67289
C 3.55413 -4.75797 -2.31502
O 4.67992 -5.05166 -2.44136
N 3.04687 -3.35099 -2.59197
H 2.46888 -3.37614 -3.43938
H 2.32006 -3.02582 -1.94540
C 4.12989 -2.29481 -2.67696
H 1.68538 -5.02044 -1.17594
H 3.05500 -6.20969 -0.99761
H 1.98750 -6.28425 -2.37896
H 3.61553 -1.33898 -2.64228
H 4.69020 -2.50178 -3.58278
H 4.78263 -2.39134 -1.81455
C -4.05102 -1.75562 -1.24541
N -3.73132 -0.56303 -0.47783
C -3.27681 -0.67822 0.78122
C -3.00197 0.44577 1.54196
C -3.03791 1.70365 0.92745
C -3.47481 1.79125 -0.40104
C -3.74313 0.63545 -1.08423
C -2.63438 2.93747 1.62735
C -2.86855 3.18183 2.99365
C -2.35165 4.31053 3.58412
N -1.79083 5.29704 2.83582
C -1.56080 5.10105 1.53035
C -1.88421 3.90607 0.92296
C -1.43132 6.51953 3.55492
H -4.09466 -2.66748 -0.65589
H -3.37349 -1.87105 -2.09038
H -5.07882 -1.66660 -1.60428
H -2.90036 -1.66329 1.03150
H -2.53416 0.41540 2.51611
H -3.48551 2.78036 -0.83272
H -4.02221 0.59866 -2.12698
H -3.43883 2.43154 3.52364
H -2.60561 4.62191 4.58728
H -1.07572 5.91178 1.00475
H -1.65525 3.72908 -0.12097
H -0.83737 7.15822 2.90448
H -0.78442 6.32175 4.41033
H -2.27689 7.06545 3.96850
As -0.53379 0.99014 -3.18742
F -0.01552 -0.51748 -3.85749
F -2.15869 0.31778 -3.22732
F -1.13982 2.48570 -2.46825
F 1.08858 1.64973 -3.25354
F -0.92725 1.66773 -4.76546
F -0.25523 0.52229 -1.47674
As 3.15051 -3.38856 1.67952
F 3.66077 -5.05998 1.45198
F 1.72604 -3.72211 0.66621
F 2.51061 -1.76075 1.95192
F 4.56175 -3.03469 2.65862
F 4.04372 -3.02988 0.20619
F 2.17795 -3.87870 3.04720
```

The following is a DFT calculation (wB97M-V/def2-TZVPD) of C18H30As8F48N4O2 as an isolated structure.

Values from the calculation:
- 2S+1: 2
- Charge: -3
- <S²>: 0.760
- Frontier orbital gap (spin up / spin down): 5.2 / 4.0 eV
- Electronic energy: -23753.915771 hartree
- LUMO (spin up / spin down): 0.048 / -1.167 eV

XYZ file:
```
110
C18H30As8F48N4O2, DFT wB97M-V/def2-TZVPD
C 1.30348 -0.14730 -0.40037
C 0.73701 1.25066 -0.09923
O 0.87026 1.87035 0.92289
N 0.17390 1.96217 -1.40264
H -0.11127 1.28685 -2.09743
H -0.58088 2.59006 -1.16569
C 1.17821 2.89602 -2.10822
H 0.53115 -0.87824 -0.63979
H 1.91892 -0.52292 0.41709
H 1.91516 -0.08097 -1.30012
H 1.31021 3.70442 -1.38908
H 0.56349 3.20296 -2.95439
H 2.01558 2.28180 -2.43937
C 6.68571 4.95265 1.54660
C 5.61412 4.88995 2.59181
O 5.57472 5.49656 3.67091
N 4.31059 4.31895 2.12521
H 3.66534 5.02665 2.44601
H 4.18131 4.36113 1.12440
C 3.97406 2.97467 2.81281
H 6.27625 5.45768 0.67174
H 6.98094 3.95327 1.22693
H 7.54843 5.44670 1.99350
H 4.85298 2.34603 2.66991
H 3.04411 2.62130 2.36739
H 3.94740 3.20477 3.87791
C -0.29146 -2.66783 2.60582
N -1.65345 -3.17375 2.13462
C -1.86268 -3.33448 0.78159
C -3.03467 -3.97362 0.41262
C -4.01279 -4.27322 1.34489
C -3.88285 -3.76275 2.66252
C -2.57982 -3.39656 3.02300
C -5.23837 -5.07817 1.07769
C -5.71711 -6.06281 2.05697
C -6.86759 -6.85621 1.79020
N -7.60001 -6.62840 0.64344
C -7.19083 -5.71404 -0.32719
C -6.04232 -4.98090 -0.04149
C -8.96066 -7.13362 0.61931
H 0.21171 -3.45419 3.16844
H -0.35377 -1.73152 3.16039
H 0.30134 -2.42414 1.72418
H -1.14987 -3.10407 0.00362
H -3.31565 -4.18666 -0.60819
H -4.53248 -3.73400 3.52482
H -2.29371 -3.05371 4.00636
H -5.16282 -6.24933 2.96492
H -7.35067 -7.41555 2.57771
H -7.78800 -5.60210 -1.22008
H -5.75505 -4.27969 -0.81103
H -9.13278 -7.97592 1.28940
H -9.08540 -7.45851 -0.41363
H -9.48580 -6.22376 0.90995
As 5.37823 1.88363 -1.08020
F 3.75156 1.20219 -1.06300
F 5.98254 0.22564 -1.65131
F 7.08125 2.61595 -1.01893
F 4.74926 3.42116 -0.39677
F 5.49379 1.49873 0.64816
F 5.14488 2.57657 -2.67863
As 2.19050 -4.66079 -0.46409
F 2.44009 -5.43534 -2.04820
F 1.45795 -3.17381 -1.24581
F 2.05559 -3.60508 1.03471
F 2.72603 -6.06731 0.49889
F 3.84465 -3.97007 -0.63420
F 0.59471 -5.36464 -0.38568
As 1.98968 -0.27365 5.09432
F 2.22045 -0.28172 6.90384
F 0.69019 -1.53101 5.36075
F 1.79915 -0.25206 3.28327
F 3.17288 0.99826 4.89483
F 3.27169 -1.49613 4.94902
F 0.78137 1.04444 5.12069
As 3.57994 6.57737 -1.30853
F 5.14767 6.78397 -0.46982
F 4.02027 5.00917 -2.14300
F 1.99677 6.49311 -2.14839
F 3.00791 8.09768 -0.57173
F 4.29427 7.50227 -2.74370
F 2.83447 5.59991 0.03132
As -2.95483 4.59997 -2.37979
F -1.42520 4.21265 -1.49780
F -2.78397 6.34097 -1.83843
F -4.49733 5.06160 -3.20174
F -3.13008 2.85313 -2.79546
F -3.86390 4.24593 -0.86633
F -2.01312 5.00834 -3.84085
As -2.96486 0.87092 1.86966
F -3.80898 -0.49084 2.66747
F -1.99912 -0.23667 0.75273
F -2.26858 2.38409 1.15550
F -3.83039 1.77859 3.10651
F -1.57897 0.84498 3.00704
F -4.33555 0.95106 0.69481
As 2.52112 0.63863 -6.25940
F 0.88940 1.15867 -6.91167
F 2.93046 2.31184 -5.76277
F 3.95362 0.09897 -5.39364
F 2.00373 -1.08550 -6.64262
F 3.34110 0.87713 -7.90082
F 1.62370 0.52420 -4.72196
As -2.34123 -1.30659 -3.23338
F -1.81695 -2.25950 -1.82361
F -1.11742 -2.06978 -4.30358
F -2.77360 -0.27407 -4.63333
F -3.52159 -0.34235 -2.15368
F -1.00366 -0.13200 -2.78271
F -3.58514 -2.51944 -3.60758
```

The following is a DFT calculation (wB97M-V/def2-TZVPD) of a 3-piece molecular cluster, C18H30BBrFNO10PS overall.

Values from the calculation:
- Charge: +1
- Frontier orbital gap: 6.6 eV
- Electronic energy: -4948.872568 hartree
- LUMO: -4.973 eV

XYZ file:
```
64
C18H30BBrFNO10PS, DFT wB97M-V/def2-TZVPD
C 1.69740 -3.63630 2.53609
C 0.33447 -3.21115 2.32607
C -0.22093 -2.42344 1.07250
C -1.41684 -3.10242 0.29535
P -2.05442 -4.79831 0.89399
O -1.86799 -5.88345 -0.43265
Br -4.27350 -4.74377 1.31935
C -2.08003 -2.41704 -0.94296
C -3.31447 -2.98422 -1.77299
C -4.53672 -1.90630 -1.62723
C -4.65776 -1.27326 -0.15765
O -4.05751 0.03981 -0.02168
C -4.92960 0.97922 0.65088
C -1.46783 -1.04774 -1.40096
F -1.99208 -0.35899 -2.52188
C -0.30191 -0.45140 -0.58692
S 0.35589 1.20150 -1.15302
N 0.24201 -1.13913 0.59577
B 1.35726 -0.40154 1.31754
O 0.94303 0.78485 2.04652
O 2.72985 -0.81004 1.36689
C 3.29019 -0.89332 0.01426
H 2.44828 -2.81667 2.86048
H 2.09220 -4.70249 2.46422
H -0.43110 -3.46700 3.14960
H -1.41023 -6.70359 -0.13677
H -3.64769 -4.03767 -1.46720
H -3.02386 -2.94635 -2.89032
H -4.37770 -1.04423 -2.36980
H -5.55008 -2.38156 -1.89488
H -4.24706 -1.94794 0.68251
H -5.78740 -1.15468 0.07541
H -4.50012 2.03150 0.42487
H -4.85146 0.87472 1.80200
H -6.00609 0.98187 0.26996
H -0.24268 2.19991 -0.36524
H 1.67154 1.43999 1.94260
H 4.22516 -0.22610 -0.08861
H 2.52082 -0.58064 -0.76970
H 3.54037 -1.99798 -0.17045
C 8.33361 2.74958 3.19021
O 8.00805 1.36010 3.21809
C 6.69100 1.10309 3.24663
O 5.80640 1.92556 3.24992
O 6.52726 -0.23131 3.27049
C 5.16533 -0.65011 3.30296
H 9.42031 2.83696 3.16868
H 7.93103 3.22188 2.29137
H 7.96456 3.25001 4.08816
H 4.63775 -0.31252 2.41067
H 4.67098 -0.28438 4.20625
H 5.15068 -1.74111 3.31998
C -3.03907 2.49493 -2.66888
O -3.28421 3.54562 -3.59940
C -2.20909 4.30969 -3.85777
O -1.10855 4.17049 -3.37752
O -2.57128 5.25297 -4.74097
C -1.52000 6.14494 -5.11038
H -3.96995 1.94274 -2.53283
H -2.28423 1.80847 -3.05432
H -2.73457 2.90116 -1.70087
H -0.70449 5.60098 -5.59229
H -1.15655 6.69432 -4.23910
H -1.92637 6.86130 -5.82506
```

The following is a DFT calculation (wB97M-V/def2-TZVPD) of C18H30MnN4O8 as an isolated structure.

Values from the calculation:
- 2S+1: 6
- <S²>: 8.753
- Frontier orbital gap (spin up / spin down): 5.3 / 5.2 eV
- Electronic energy: -2675.793865 hartree
- LUMO (spin up / spin down): -0.479 / -0.492 eV

XYZ file:
```
61
C18H30MnN4O8, DFT wB97M-V/def2-TZVPD
Mn -0.30780 -0.64217 -0.28934
C -0.40823 -4.82651 0.38589
C -0.34279 -3.47971 -0.02620
C 0.67367 -3.09127 -1.22426
O 0.88593 -1.86029 -1.45969
C 1.33559 -4.16308 -1.85634
C 1.16218 -5.46748 -1.45450
C 0.28552 -5.79412 -0.24570
O 0.07556 -6.98604 0.27041
O 1.85397 -6.34907 -2.05318
O -0.99246 -2.48754 0.41339
H -1.03993 -5.02667 1.23871
H 1.99005 -3.98982 -2.69780
C 2.12565 -0.28519 1.92997
O 1.23544 -0.40991 1.07421
N 2.66150 -1.38873 2.52663
C 3.92510 -1.33631 3.27653
C 2.19747 -2.77013 2.22677
H 2.53865 0.64449 2.35106
H 4.29952 -0.31893 3.38990
H 4.76120 -1.73294 2.70057
H 3.77338 -1.75222 4.27257
H 1.11094 -2.81229 2.30274
H 2.66363 -3.00926 1.27094
H 2.61074 -3.52007 2.90124
C -2.29576 1.40157 1.37550
O -1.53316 0.56735 0.96299
N -2.06524 2.04291 2.52617
C -3.05843 2.87686 3.10908
C -0.97534 1.79403 3.48710
H -3.25622 1.71219 0.93592
H -3.54138 2.48727 4.00523
H -3.76729 3.16234 2.33183
H -2.61372 3.79490 3.49318
H -1.15637 0.94279 4.14339
H -0.04427 1.57881 2.96281
H -0.62557 2.68789 4.00361
C -2.49720 0.56160 -2.29881
O -1.89099 -0.32537 -1.65035
N -2.59063 0.61310 -3.64944
C -3.25297 1.70592 -4.31663
C -2.15809 -0.41031 -4.50298
H -3.05718 1.39919 -1.85488
H -2.52878 2.28353 -4.89111
H -3.63326 2.44433 -3.61078
H -4.12901 1.43804 -4.90730
H -3.05412 -0.72925 -5.03544
H -1.39200 -0.07021 -5.19979
H -1.77431 -1.31074 -4.02338
C 1.19653 2.06153 -1.50500
O 0.45372 1.17869 -0.97165
N 1.62150 3.11205 -0.76849
C 2.12371 4.27691 -1.45964
C 1.10633 3.37887 0.56839
H 1.58096 2.12358 -2.53484
H 1.27277 4.95756 -1.43258
H 2.51346 4.11630 -2.46483
H 2.98350 4.68673 -0.92963
H 0.93860 2.46919 1.14498
H 1.86328 3.92154 1.13464
H 0.16260 3.92345 0.59843
```

Number 1: maximum force 0.056 hartree/bohr. Number 2: maximum force 0.073 hartree/bohr. Number 3: maximum force 0.079 hartree/bohr. Number 4: maximum force 0.122 hartree/bohr.